# 1
Density functional theory data (ωB97M-V/def2-TZVPD) for a molecular structure, C9H18N2O4Se4Zr.

Its charge is -2. As for the orbital gap (alpha / beta): 3.8698 / 3.8519 eV. The calculation puts the LUMO energy (alpha / beta) at 4.9 / 4.9 eV. The value obtained for the calculated total energy is -10417.1146 Eh. As for the molar mass: 625.3 g mol⁻¹.

Element x y z (Å)
Zr1 1.62399 -6.78149 7.54375
N1 1.52680 -4.43778 7.47361
C1 1.56337 -3.87875 8.81248
C2 1.66838 -4.95249 9.92009
O1 1.10579 -4.69846 10.99547
N2 2.27172 -6.09008 9.52120
C3 2.55388 -7.18019 10.45620
C4 2.40185 -8.63185 9.76427
O2 2.43521 -9.61325 10.45925
O3 2.43454 -8.46930 8.48495
H1 0.61245 -4.30684 7.04950
H2 2.17476 -4.03964 6.81957
H3 2.47304 -3.27009 8.85011
H4 0.66841 -3.24611 8.88528
H5 3.53745 -7.08593 10.90988
H6 1.81606 -7.05239 11.28288
Se1 -0.86733 -6.86619 6.04185
Se2 1.24207 -8.36887 5.21800
Se3 4.44331 -6.47230 6.37796
Se4 2.61834 -6.39311 4.88367
C5 -0.58959 -7.00203 7.97734
H7 -0.82182 -7.93885 8.43377
H8 -0.88611 -6.05348 8.50007
C6 -1.33514 -8.83352 11.39713
C7 -0.72840 -10.16659 10.95167
O4 -0.71211 -10.08781 9.55295
C8 -0.24776 -11.35374 9.01797
C9 0.04870 -11.10989 7.51436
H9 -1.41961 -8.71624 12.49932
H10 -2.24867 -8.62744 10.91063
H11 -0.59128 -8.05347 11.13289
H12 -1.28541 -11.00650 11.39369
H13 0.26363 -10.16712 11.44176
H14 -1.06464 -12.08278 9.24024
H15 0.63239 -11.64368 9.67161
H16 -0.74797 -10.44498 7.11840
H17 0.16811 -12.09166 6.94017
H18 1.00926 -10.64383 7.32434

Results of the Löwdin charge analysis, in e, for atoms 1 through 2: number 1, Zr, carries 1.003; number 2, N, carries -0.109

***

# 2
Density functional theory data (ωB97M-V/def2-TZVPD) for a molecular structure, C14H26Br10O3.

As for the orbital gap: 7.3733 eV. The calculation puts the LUMO energy at 0.0 eV. The value obtained for the calculated total energy is -26513.4661 Eh. As for the molar mass: 1041.4 g mol⁻¹.

Element x y z (Å)
Br1 12.33557 -0.70509 15.08062
C1 13.29297 0.13113 16.69943
C2 14.85021 0.28188 16.46557
Br2 15.58037 1.57269 17.83733
H1 13.18544 -0.54360 17.54872
H2 12.85829 1.10912 16.90600
H3 15.14189 0.71223 15.50753
H4 15.33258 -0.69321 16.53347
Br3 19.38826 1.60542 14.82373
C3 20.18228 3.08998 13.75645
C4 21.43580 2.55904 13.06051
Br4 22.26837 4.04579 12.12200
H5 20.54161 3.88084 14.41489
H6 19.40984 3.48834 13.09861
H7 21.19664 1.80726 12.30835
H8 22.04699 2.14071 13.86022
Br5 13.86374 2.57873 12.11099
C5 14.61649 1.02874 13.15611
C6 15.90990 0.60740 12.51876
Br6 16.91211 -0.68589 13.66467
H9 13.88976 0.21643 13.16750
H10 14.79618 1.25677 14.20673
H11 16.58798 1.46079 12.52354
H12 15.80091 0.27904 11.48512
Br7 14.18478 4.60626 13.32163
C7 13.25094 3.95573 14.95471
C8 12.46599 2.74300 14.48582
Br8 11.90474 1.73038 16.18376
H13 12.55965 4.69186 15.36498
H14 14.02336 3.75660 15.69756
H15 13.15321 2.15361 13.87880
H16 11.62283 2.91321 13.81635
Br9 17.72995 5.84333 12.02500
C9 16.45770 4.96148 13.22530
C10 16.13549 3.56063 12.77017
Br10 17.76710 2.38317 12.65438
H17 15.49376 5.43875 13.40178
H18 16.92019 4.94626 14.21219
H19 15.67656 3.63030 11.78395
H20 15.37760 3.02051 13.33760
C11 18.05996 3.33094 17.17952
C12 17.62685 2.72626 15.86496
C13 17.26445 1.22656 15.86640
O1 16.11440 1.26684 15.03004
C14 15.57193 2.45325 15.00736
O2 14.53253 2.73576 14.44432
O3 16.46889 3.37105 15.49379
H21 18.92252 2.74146 17.49035
H22 17.26060 3.44462 17.91178
H23 18.32928 4.37320 17.00849
H24 18.40696 2.85352 15.11440
H25 17.04368 0.81494 16.85125
H26 18.06191 0.55476 15.54881

Results of the Löwdin charge analysis, in e, for atoms 1 through 2: number 1, Br, carries 0.621; number 2, C, carries -0.736

***

# 3
Density functional theory data (ωB97M-V/def2-TZVPD) for 2 unconnected molecules or ions with the total composition C3H13N3O.

As for the orbital gap: 10.2221 eV. The calculation puts the LUMO energy at 0.8 eV. The value obtained for the calculated total energy is -361.5377 Eh. As for the molar mass: 107.2 g mol⁻¹. Its SMILES is NCCNCN.O.

Element x y z (Å)
C1 -0.36048 1.04662 -0.28421
N1 0.46546 -0.08034 0.26546
C2 1.80676 0.40250 0.40984
N2 2.84923 -0.72460 0.60007
C3 -1.87201 0.62605 -0.55145
N3 -2.87111 0.73575 0.61594
H1 -0.29275 1.97321 0.40381
H2 0.03492 1.39315 -1.20602
H3 0.08197 -0.44014 1.13986
H4 2.02604 0.77007 -0.60220
H5 1.93157 1.19116 1.23457
H6 2.38734 -1.32626 1.42021
H7 2.68596 -1.35663 -0.25441
H8 -1.96984 -0.34955 -0.96575
H9 -2.32283 1.37387 -1.25749
H10 -2.60980 1.68675 1.09465
H11 -2.95343 -0.16632 1.25245
H12 -0.19207 -2.46897 -1.66047
H13 0.61330 -1.67107 -0.71040
O1 0.56178 -2.61525 -0.94445

Results of the Löwdin charge analysis, in e, for atoms 1 through 2: number 1, C, carries -0.205; number 2, N, carries -0.128

***

# 4
Density functional theory data (ωB97M-V/def2-TZVPD) for 2 unconnected molecules or ions with the total composition C2H6OS3.

As for the orbital gap: 8.6230 eV. The calculation puts the LUMO energy at -0.1 eV. The value obtained for the calculated total energy is -1349.4976 Eh. As for the molar mass: 142.3 g mol⁻¹.

Element x y z (Å)
C1 -2.17613 0.04407 -0.06100
C2 -0.71992 0.35450 0.14864
O1 2.14009 -1.39563 0.75457
S1 3.71514 0.70640 -0.72010
S2 0.16972 1.71718 0.16763
S3 3.09955 -0.34812 0.97999
H1 -2.62576 1.03705 -0.25326
H2 -2.09494 -0.59694 -0.93235
H3 -2.47918 -0.24028 0.91020
H4 -0.01032 -0.43019 0.25112
H5 2.42792 0.60400 -1.16005
H6 4.41942 -1.06205 1.05269

Results of the Löwdin charge analysis, in e, for atoms 1 through 2: number 1, C, carries -0.120; number 2, C, carries -0.693

***

Short version: max |F| = 3.97, 19.25, 3.91, 3.79 eV/Å, in the order given.